Below is 10 unconnected molecules or ions with the total composition C81H69Cl2FNO22S in a non-equilibrium geometry, with properties calculated with ωB97M-V/def2-TZVPD.

Structure (ORCA input):
```
! RIJCOSX wB97M-V def2-TZVPD def2/J DEFGRID3
* xyz 1 1
C -3.48507 -3.25588 -2.25530
C -2.68488 -2.35110 -1.28255
C -1.43640 -1.82702 -1.99687
C -0.54124 -0.89452 -1.12151
N 0.26161 -1.67327 -0.14433
C -0.16342 -1.80499 1.11771
C -1.48312 -1.22102 1.60416
C -1.16448 0.11822 2.33466
O -1.40539 1.18764 1.43393
C -0.43185 2.22243 1.57014
C 0.83214 1.95226 0.73169
C 0.59090 -2.49419 2.05901
C 0.12563 -2.60660 3.47089
Cl -1.10694 -3.77039 3.90639
C 0.62654 -1.81600 4.42821
C 1.68049 -0.75067 4.22264
Cl 0.06480 -1.95980 6.06977
C 1.78633 -3.09085 1.66020
C 2.61065 -3.90682 2.64872
O 2.76307 -5.08933 2.43736
O 3.09926 -3.25779 3.72911
C 4.50695 -3.52442 3.93960
C 4.76201 -3.96368 5.39136
O 5.75070 -4.63222 5.62930
C 3.83072 -3.63141 6.53665
C 3.74126 -2.35548 7.06272
C 2.86613 -2.08921 8.08559
C 2.07290 -3.07565 8.63607
C 2.18455 -4.35146 8.12577
C 3.04777 -4.62307 7.09052
C 2.19431 -2.92595 0.33268
S 3.77729 -3.65595 -0.10022
C 1.42092 -2.23608 -0.56723
C 1.89711 -2.12979 -2.00974
C 3.08389 -1.13764 -2.12750
F 2.20923 -3.36833 -2.54197
H -4.44689 -3.46652 -1.77480
H -2.90478 -4.18382 -2.36985
H -3.57084 -2.81218 -3.25176
H -2.39536 -2.92177 -0.39050
H -3.33403 -1.52304 -0.96897
H -0.78141 -2.64650 -2.32759
H -1.67651 -1.24851 -2.89931
H -1.11306 -0.10684 -0.62957
H 0.12342 -0.37425 -1.81644
H -2.14244 -0.95446 0.78125
H -1.97296 -1.93602 2.26769
H -1.72027 0.20964 3.27746
H -0.09369 0.11855 2.56209
H -0.12710 2.27372 2.62763
H -0.83705 3.20363 1.27586
H 1.52402 2.79692 0.74035
H 1.33594 1.07131 1.17093
H 0.55605 1.65680 -0.28721
H 2.36757 -0.99784 3.41111
H 2.30500 -0.69841 5.12240
H 1.20264 0.22495 4.08630
H 4.91614 -4.30425 3.29566
H 5.04790 -2.57587 3.82087
H 4.35469 -1.53600 6.69057
H 2.75776 -1.08811 8.49932
H 1.37003 -2.86048 9.43455
H 1.59927 -5.17641 8.52480
H 3.15441 -5.62771 6.68446
H 3.47856 -4.92856 -0.51909
H 1.13314 -1.73396 -2.68094
H 2.92566 -0.54941 -3.03624
H 3.06088 -0.41449 -1.30256
H 4.04112 -1.64706 -2.23249
C -0.92447 7.39409 1.53018
C -1.86190 8.23240 1.96451
C -3.30327 7.96460 1.72839
O -4.15589 8.72709 2.12051
C -3.65589 6.72459 0.99114
C -2.71533 5.88845 0.55823
C -1.27877 6.15777 0.79435
O -0.41749 5.39256 0.39957
H 0.13124 7.57220 1.69135
H -1.62269 9.13994 2.50398
H -4.71049 6.54505 0.82767
H -2.95320 4.98025 0.01782
C 6.03337 -2.96543 -6.02183
C 5.08167 -2.33366 -5.34179
C 4.54092 -1.03306 -5.80554
O 3.67088 -0.45516 -5.18164
C 5.09754 -0.46534 -7.05329
C 6.05120 -1.09392 -7.73689
C 6.59330 -2.39597 -7.27365
O 7.45820 -2.97901 -7.88928
H 6.44174 -3.91531 -5.70049
H 4.66061 -2.73460 -4.42779
H 4.68731 0.48363 -7.37380
H 6.46912 -0.69152 -8.64799
C -2.73156 6.52603 -4.56677
C -3.20192 6.91530 -3.38468
C -4.62236 6.70275 -3.01395
O -5.05077 7.05823 -1.93648
C -5.49852 6.03912 -4.00990
C -5.02880 5.64960 -5.19241
C -3.60752 5.86146 -5.56377
O -3.17821 5.50461 -6.63860
H -1.69871 6.67266 -4.85617
H -2.57832 7.40087 -2.64436
H -6.53150 5.89310 -3.72000
H -5.65258 5.16457 -5.93249
C 12.20986 0.01612 -9.28385
C 11.07890 0.45355 -8.73719
C 9.83542 -0.35252 -8.79187
O 8.80442 0.05586 -8.29132
C 9.89938 -1.66492 -9.47774
C 11.03117 -2.10268 -10.02479
C 12.27566 -1.29793 -9.97048
O 13.30652 -1.69625 -10.46626
H 13.12728 0.59012 -9.25484
H 11.01186 1.40874 -8.23184
H 8.98311 -2.23784 -9.50580
H 11.09769 -3.05766 -10.53015
C -8.26742 -0.09926 0.51847
C -7.68128 -1.24345 0.17219
C -6.49494 -1.25918 -0.71727
O -5.95276 -2.29731 -1.03682
C -5.98669 0.04588 -1.20662
C -6.57190 1.18811 -0.86165
C -7.75599 1.20289 0.02830
O -8.28542 2.24867 0.34731
H -9.13422 -0.06382 1.16823
H -8.03688 -2.20496 0.51972
H -5.11972 0.01291 -1.85495
H -6.21618 2.15050 -1.20784
C -8.16218 2.73993 3.21398
C -7.17600 3.56147 3.56180
C -7.01004 4.01420 4.96370
O -6.11184 4.76308 5.28244
C -7.98757 3.51367 5.96341
C -8.97436 2.69167 5.61414
C -9.13608 2.24097 4.21034
O -10.03390 1.48873 3.88672
H -8.29854 2.40062 2.19578
H -6.45562 3.93589 2.84591
H -7.85068 3.85413 6.98193
H -9.69690 2.31671 6.32813
C 0.30639 -7.36710 -2.13532
C 1.36845 -6.71881 -1.66656
C 2.61322 -7.44077 -1.31208
O 3.58572 -6.84804 -0.88070
C 2.63478 -8.90788 -1.49926
C 1.57321 -9.55905 -1.96815
C 0.32454 -8.84014 -2.32423
O -0.64163 -9.42834 -2.75249
H -0.61273 -6.85967 -2.40000
H 1.37449 -5.64460 -1.52365
H 3.55446 -9.41356 -1.23449
H 1.56879 -10.63186 -2.11140
C -10.72265 6.96960 1.68713
C -11.95922 6.80303 1.22433
C -12.45320 5.46586 0.80924
O -13.57832 5.31451 0.38595
C -11.51561 4.32267 0.93208
C -10.27971 4.49047 1.39464
C -9.78625 5.82599 1.80904
O -8.65843 5.97845 2.23362
H -10.34419 7.93649 1.99403
H -12.65730 7.62489 1.12855
H -11.89308 3.35512 0.62592
H -9.58624 3.67133 1.48960
C 9.31879 0.66264 4.05786
C 8.07697 0.43786 3.63706
C 7.62691 -0.92359 3.26596
O 6.49061 -1.12842 2.87925
C 8.60807 -2.02721 3.38145
C 9.85058 -1.80519 3.80204
C 10.30456 -0.44180 4.17453
O 11.43312 -0.23763 4.55896
H 9.66762 1.64977 4.33308
H 7.34416 1.22963 3.54604
H 8.25796 -3.01428 3.10627
H 10.58191 -2.59803 3.89264
*
```

- LUMO (eV) = -3.8
- F_max (Eh/bohr) = 0.0355
- orbital gap (eV) = 7.44